No. 1
DFT (wB97M-V/def2-TZVPD) results for a molecular structure, C60H63ClIO4P at a distorted geometry.

```
130
Properties=species:S:1:pos:R:3:lowdin_charge:R:1
I 3.89707 -4.44038 -1.38305 0.86
Cl 3.39999 -7.16095 2.69305 0.06
P 2.12273 -6.28745 1.07114 0.57
O 1.79610 -2.81393 1.32429 0.11
O -0.01989 -3.86495 2.11689 0.02
O 1.22682 -4.49172 3.85659 0.18
O 1.37078 -4.97296 -2.70950 -0.01
C -2.74276 -4.03363 -7.01261 -0.10
C -5.43358 5.80486 -3.34370 -0.10
C -1.97879 -5.56670 -5.32593 -0.10
C 2.55297 3.22653 -2.49350 -0.10
C -0.95623 0.19447 -3.45147 -0.09
C -3.89689 -8.14154 2.02314 -0.09
C -0.61467 4.33850 0.40561 -0.09
C 4.74636 2.31387 -2.07638 -0.09
C -0.94756 4.91714 2.71621 -0.12
C -1.06626 -4.62230 -4.87412 -0.09
C 8.75142 5.53875 -3.87892 -0.10
C -4.37346 -8.35779 3.30900 -0.09
C -2.33337 0.10986 -3.29997 -0.09
C -1.02915 3.60742 4.43718 -0.12
C -2.07885 -1.95974 -2.10528 -0.09
C -1.34229 5.83281 5.29295 -0.06
C 1.85504 -5.09337 -1.64043 -0.87
C -5.12244 4.89006 -2.34706 -0.10
C -1.47672 0.23381 5.75100 -0.10
C 1.98715 2.19687 -1.75108 -0.11
C -1.15305 -1.98054 4.87201 -0.11
C -0.69989 -1.86993 -2.24781 -0.11
C -1.83150 -3.08754 -6.56300 -0.09
C -2.84240 0.12679 5.52279 -0.09
C 0.68252 -6.16758 2.19198 -0.25
C 0.65935 -2.72609 1.68682 -0.47
C 8.71391 4.52667 -1.29318 -0.09
C 1.23899 5.10803 1.72951 -0.05
C -1.45499 4.47029 1.50336 -0.05
C -2.51833 -2.08502 4.63697 -0.10
C 9.91911 4.66140 -1.96865 -0.10
C -4.74185 5.78447 -4.54727 -0.10
C 2.79825 1.24317 -1.16058 -0.09
C -2.89629 -0.96684 -2.62854 -0.08
C -0.63323 -0.82014 5.42979 -0.08
C -3.73626 4.85037 -4.75449 -0.09
C 0.86336 4.87765 5.20366 -0.15
C -1.86913 4.66665 4.75384 -0.17
C 7.54580 5.40050 -3.20480 -0.10
C 4.17221 1.29769 -1.32672 -0.09
C -3.36458 -1.03415 4.96756 -0.09
C 3.93424 3.28704 -2.64941 -0.09
C -3.17892 -6.98885 1.73595 -0.10
C -0.99626 -3.38136 -5.49405 -0.09
C 0.73266 4.65494 0.51883 -0.09
C -4.11959 3.95301 -2.55490 -0.10
C 0.02397 5.93857 5.51663 -0.08
C -3.42754 3.93501 -3.75795 -0.10
C -3.41579 -6.26955 4.02031 -0.09
C 1.14190 -5.59230 -0.41592 -0.35
C -4.13107 -7.42416 4.30737 -0.09
C -2.94191 -6.05207 2.73348 -0.11
C -0.14006 -0.79315 -2.91993 -0.10
C 9.93781 5.16810 -3.26095 -0.10
C -0.21029 -1.50659 1.69782 0.05
C 0.33665 3.71255 4.66332 -0.09
C 0.39905 5.23747 2.82824 -0.10
C -2.81730 -5.27362 -6.39296 -0.10
C 7.52708 4.89555 -1.91178 -0.11
C 0.71700 -4.81655 2.84468 -0.51
H -6.21590 6.53540 -3.18201 0.10
H -1.01151 3.98771 -0.53991 0.09
H -0.28858 -2.64161 -5.14008 0.09
H -4.08608 -8.87019 1.24536 0.10
H 2.28933 5.35604 1.81703 0.11
H 0.93499 -0.72196 -3.03092 0.11
H 10.87794 5.27393 -3.78716 0.10
H 8.76651 5.93591 -4.88588 0.10
H -4.49880 -7.59660 5.31061 0.10
H -3.87622 3.23632 -1.77981 0.10
H -4.42888 -1.11799 4.78748 0.10
H -3.52925 -6.01091 -6.74215 0.10
H -3.39497 -3.80459 -7.84599 0.10
H 1.92840 4.95924 5.38029 0.13
H -0.51564 1.03376 -3.97571 0.10
H 0.99074 2.88539 4.41704 0.13
H -2.80828 -6.81925 0.73161 0.10
H -5.66095 4.90796 -1.40811 0.10
H -2.51946 -2.80189 -1.58416 0.10
H 0.46723 -6.38293 -0.79246 0.10
H 0.79423 5.58695 3.77398 0.05
H 0.51769 -4.74398 -0.08971 0.08
H 5.81898 2.34800 -2.21967 0.10
H -2.92480 -2.98532 4.18953 0.09
H 0.44663 -0.63521 1.82650 0.11
H -0.41305 -4.84437 -4.04270 0.07
H -2.64092 3.20742 -3.91577 0.08
H -3.22682 -5.54296 4.80138 0.10
H 3.00686 -5.22186 1.07583 -0.07
H 2.35525 0.44482 -0.57743 0.10
H -2.93476 4.58333 4.58033 0.15
H -2.50601 4.22478 1.41421 0.10
H -1.60142 5.01495 3.57453 -0.02
H -0.71031 -1.40690 0.72372 0.09
H 10.84457 4.37121 -1.48773 0.10
H 8.69886 4.13388 -0.28444 0.10
H 4.79170 0.53275 -0.87535 0.10
H -0.05547 -2.64105 -1.84032 0.09
H -1.99655 6.65962 5.53888 0.12
H 6.62016 5.68739 -3.68822 0.10
H -4.98675 6.49733 -5.32425 0.10
H -1.77301 -2.12020 -7.04596 0.10
H 1.92100 3.97277 -2.95957 0.10
H -0.95770 -1.54882 2.49490 0.06
H 4.37824 4.08358 -3.23398 0.09
H -0.22957 -6.24677 1.58590 0.08
H -2.97167 0.88207 -3.71081 0.09
H -4.93461 -9.25577 3.53328 0.10
H 1.38834 4.54844 -0.33520 0.08
H -0.48998 -2.79886 4.61819 0.09
H 0.70744 -6.95847 2.95308 0.10
H 2.35353 -7.47667 0.38724 0.02
H -3.97061 -1.03158 -2.51300 0.10
H 0.91211 2.13500 -1.63083 0.09
H -3.19386 4.83596 -5.69123 0.10
H -1.43773 2.69874 4.01299 0.13
H -2.38853 -5.14734 2.50704 0.09
H 6.58644 4.78854 -1.38570 0.09
H 0.43162 -0.73707 5.60786 0.11
H -3.49854 0.95061 5.77467 0.10
H -1.06837 1.14145 6.17713 0.09
H 0.43495 6.84849 5.93538 0.12
H -2.03536 -6.53603 -4.84582 0.10
```

Summary:
- Lowest unoccupied orbital energy: 0.1 eV
- Gap between HOMO and LUMO: 7.37 eV
- E_HOMO: -0.269 hartree
- Multiplicity: 1
- Max |F|: 0.1273 hartree/bohr

No. 2
DFT (wB97M-V/def2-TZVPD) results for a molecular structure, C54H114ClN6O6Ti at a distorted geometry.

```
182
Properties=species:S:1:pos:R:3:lowdin_spin:R:1
Ti 0.94829 2.61504 0.69028 2.58
Cl 0.01244 0.42449 -0.05961 0.07
O 4.70162 -4.02685 0.50487 0.00
O -0.77198 -2.98138 -0.29910 0.00
O 0.94071 3.78646 -1.23434 0.04
O -1.24180 2.85290 -2.78926 0.00
O 0.20912 -0.58604 5.76693 0.00
O 0.45402 4.61507 2.70051 0.03
N -2.08951 -2.86385 -0.74885 0.00
N 4.27131 -3.80215 -0.81886 0.00
N -2.29532 2.46504 -3.71252 0.00
N -0.56487 3.60302 2.33759 0.02
N 2.43353 3.79131 -1.49494 0.03
N 0.76573 -1.92152 5.69381 0.00
C 5.66051 -1.87771 -1.10216 0.00
C 4.19551 -2.27667 -1.04879 0.00
C -2.17871 -3.63927 -1.96826 0.00
C 2.28962 3.92467 -4.02864 0.00
C 4.95586 4.47651 -2.54800 0.00
C 0.57886 1.86664 3.67515 0.03
C -3.01995 2.26971 2.75241 0.00
C -1.17814 3.33174 4.85287 0.00
C -2.76691 3.11328 1.55992 0.01
C -3.56613 2.29120 -2.99342 0.00
C 3.46162 -6.06707 -1.11187 0.00
C -2.75644 -4.55568 1.12036 0.00
C 2.50183 6.47703 -2.00821 0.00
C -3.02114 -3.23278 0.39910 0.00
C 3.39790 -1.58384 0.14679 0.00
C 4.30168 3.15649 -2.89397 0.00
C 2.69278 -1.10068 4.51209 0.00
C -0.39045 -2.85084 5.80801 0.00
C 2.76353 3.16257 -2.76991 0.00
C 2.51256 5.46119 0.32491 0.02
C -0.02936 -4.29273 5.44849 0.00
C -2.47423 5.32134 2.73231 0.00
C 2.11087 -4.38784 0.17318 0.00
C -1.17794 0.29964 -4.16070 0.00
C -4.42838 -3.17136 -0.04600 0.00
C -0.68805 2.39703 -5.46233 0.00
C 0.75220 -1.46655 3.14979 0.00
C 2.27757 -4.18460 -2.25055 0.00
C -0.68376 -2.93660 7.31150 0.00
C 3.06515 -4.58658 -0.99961 0.00
C -2.87084 -2.13172 1.46367 0.00
C -0.78768 2.62916 3.50910 0.01
C -1.81663 4.24278 1.86588 0.00
C 1.48250 -2.00704 4.35208 0.00
C -1.60589 -2.47626 4.93223 0.00
C -1.65678 -5.07391 -1.83431 0.00
C 2.87404 5.22105 -1.14288 0.00
C 2.32892 1.73615 -2.73717 0.00
C -3.68350 -3.62810 -2.38532 0.00
C -4.62856 1.84357 -3.97790 0.00
C -4.12434 0.77526 -4.94464 0.00
C 2.10894 -2.63688 -2.40600 0.00
C -4.64842 -4.02906 -1.28339 0.00
C -1.41418 4.92009 0.57792 0.02
C -1.33326 -2.95559 -2.99187 0.00
C 4.40059 5.04265 -1.22642 0.00
C 1.81806 -3.46254 4.09167 0.00
C -1.76373 1.57257 3.16732 0.00
C 0.60411 -4.38524 4.10969 0.00
C 3.48739 -2.01423 -2.39860 0.00
C -1.75048 1.52156 -4.75353 0.00
C -2.90001 1.17609 -5.66617 0.00
C -3.46685 1.13625 -1.91499 0.00
C -3.94471 3.58815 -2.25917 0.00
H 1.57494 6.22403 -2.56219 0.00
H 5.41822 -4.63448 0.34941 0.00
H -1.04487 3.39727 -5.73296 0.00
H -3.67417 -2.12534 2.19697 0.00
H -5.51410 1.48970 -3.37255 0.00
H 1.57839 -3.44373 0.14670 0.00
H 6.15959 -2.36746 -1.94395 0.00
H -2.59969 0.41955 -6.39170 0.00
H -0.52299 0.54614 -3.32159 0.00
H 3.93295 -6.38820 -0.16477 0.00
H -2.26469 2.40666 0.82960 0.00
H 3.65299 -2.03335 1.13238 0.00
H 0.92950 -5.38011 3.80516 0.00
H -0.58986 -0.23260 -4.90227 0.00
H -4.55416 -5.08306 -1.06461 0.00
H 4.96988 5.22267 -3.34911 0.00
H -3.20107 5.91676 2.10543 0.00
H 6.07759 4.31657 -2.34855 0.00
H 6.18016 -2.27623 -0.25261 0.00
H -3.14917 3.77548 -1.56759 0.00
H -0.95811 -4.83858 5.45334 0.00
H 5.81013 -0.78886 -1.00870 0.00
H -2.97140 4.93126 3.65298 0.00
H 2.17307 7.25648 -1.30312 0.00
H -3.13965 2.06227 -6.32561 0.00
H -4.91090 0.53353 -5.66887 0.00
H -0.66457 5.70794 0.83000 0.00
H -2.33734 5.41329 0.18217 0.00
H 0.12392 -0.60841 3.31445 0.00
H 1.39963 2.56558 3.87586 0.01
H -0.71149 -5.15973 -1.19777 0.00
H -0.11956 -4.12871 3.33207 0.00
H 3.47216 -1.21609 3.73294 0.00
H 1.28162 -4.63691 -2.19823 0.00
H 2.50234 -6.57209 -1.23511 0.00
H -4.84294 3.49710 -1.67385 0.00
H -0.54525 -2.04214 -0.31183 0.00
H 0.31019 -3.08353 7.74064 0.00
H 2.13628 -3.53445 3.05112 0.00
H 2.47185 3.17189 -4.79869 0.00
H 1.47196 5.79765 0.43233 0.00
H -3.19209 -4.45858 2.12322 0.00
H 4.12314 -6.28306 -1.94995 0.00
H -0.71981 2.71850 5.63920 0.00
H 1.64850 -2.47551 -3.35761 0.00
H -2.25479 3.35259 5.00913 0.00
H -4.35962 0.95569 -1.32204 0.00
H 3.52096 -0.94272 -2.64709 0.00
H -5.06357 -3.50545 0.76510 0.00
H -3.71472 3.49236 1.12073 0.00
H 2.98268 4.77117 -4.13712 0.00
H -1.68705 5.99934 3.10069 0.00
H 1.35814 -5.14505 0.21768 0.00
H 0.17775 2.62429 -4.87424 0.00
H 0.49556 4.31594 -1.92554 0.00
H -1.80887 -3.06428 -3.97201 0.00
H 4.58769 2.83278 -3.88691 0.00
H 0.70064 1.38820 2.73290 0.02
H 3.23122 6.21449 0.70182 0.00
H 3.24678 -1.26845 5.47332 0.00
H -2.66832 1.25339 -1.15709 0.00
H 0.48411 1.09778 4.38907 0.00
H 1.53198 -1.32625 2.40704 0.00
H 2.61009 1.21834 -3.63367 0.00
H -0.34984 -3.45157 -3.04499 0.00
H 2.41817 -0.01639 4.51873 0.00
H 0.50937 -0.37233 6.64889 0.00
H -3.98014 -0.18821 -4.45033 0.00
H 2.74862 1.22669 -1.80855 0.00
H -1.07601 2.05985 -2.26702 0.00
H 0.71192 -4.71150 6.07563 0.00
H 4.78684 6.04318 -1.00019 0.00
H -1.94394 0.84018 3.94996 0.00
H -1.35139 1.02326 2.30041 0.00
H -2.82998 -1.18654 0.89504 0.00
H 2.33774 -1.58087 -0.07452 0.00
H -4.73374 -2.13788 -0.28708 0.00
H 3.80059 -0.56852 0.14702 0.01
H -0.66349 4.29018 5.08397 0.00
H -0.30752 1.88727 -6.36698 0.00
H 0.11746 -2.20752 2.69698 0.00
H -3.73460 1.51303 2.52036 0.00
H -1.69998 -4.82682 1.20349 0.00
H -1.89357 -2.25621 1.90538 0.00
H -3.31026 -5.36633 0.64156 0.00
H 4.66276 2.39700 -2.23548 0.00
H -5.70380 -3.82170 -1.59482 0.00
H -3.96791 -2.65548 -2.78228 0.00
H -4.16005 4.39466 -2.93220 0.00
H -1.32366 -3.77633 7.60769 0.00
H -3.49434 2.84908 3.61521 0.00
H -3.29711 0.19423 -2.47492 0.00
H 2.65778 4.54717 0.88999 0.04
H 1.25129 1.71124 -2.60851 0.00
H -3.68485 -4.41976 -3.10658 0.00
H -1.45389 -5.60061 -2.77058 0.00
H 4.10139 -2.47156 -3.17129 0.00
H 0.26882 4.88382 3.64036 0.00
H 1.34678 -2.20457 -1.74612 0.00
H -1.06361 -2.00202 7.69549 0.00
H 2.58823 -3.71687 4.84108 0.00
H -4.88627 2.73623 -4.53629 0.00
H -1.25201 -1.91781 -2.83441 0.00
H 2.71379 -4.56392 -3.15878 0.00
H 3.34491 6.71590 -2.62187 0.00
H -1.93323 -0.41701 -3.91684 0.00
H 4.79638 4.39272 -0.40442 0.00
H -1.04739 4.26913 -0.23951 0.01
H -2.32380 -5.72181 -1.23786 0.00
H -1.30979 -2.73794 3.95343 0.00
H -1.94136 -1.43631 5.00507 0.00
H 1.21334 4.22307 -4.07626 0.00
H 2.59679 -4.47375 1.14605 0.00
H -2.43762 -3.14762 5.22492 0.00
```

Summary:
- Lowest unoccupied orbital energy (spin up / spin down): 0.4 / 0.3 eV
- Gap between HOMO and LUMO (spin up / spin down): 4.90 / 8.40 eV
- E_HOMO (spin up / spin down): -0.167 / -0.298 hartree
- Multiplicity: 4
- Max |F|: 0.0680 hartree/bohr

No. 3
DFT (wB97M-V/def2-TZVPD) results for a molecular structure, C47H53F5GeHfN2OP2 at a distorted geometry.

```
112
Properties=species:S:1:pos:R:3:lowdin_spin:R:1
Hf 0.00673 -1.01338 -0.26974 0.15
Ge -2.52550 -0.27718 0.13196 0.00
P 0.95595 0.78158 2.11885 0.00
P 1.92525 1.07645 -1.06117 0.00
F -2.08418 -5.36549 -5.17906 0.00
F -0.37882 -3.61866 -6.40541 0.00
F 0.76533 -1.59634 -4.99800 0.00
F -2.72576 -4.98046 -2.53454 0.00
F -1.59029 -2.91082 -1.13563 0.02
O 0.13857 -1.24148 -2.33302 0.02
N 2.96908 2.51706 2.58589 0.00
N 3.75857 2.78757 -0.05965 0.00
C -0.11482 -2.41583 -4.40292 0.00
C -3.73252 0.07697 -3.96527 0.00
C 2.15793 -3.61781 -0.43472 0.07
C 1.68880 -4.39628 -1.69114 0.04
C -3.81030 4.04374 1.82891 0.00
C -4.95427 -0.20764 -1.50478 0.00
C -1.57429 -4.33744 -4.50584 0.00
C -3.91631 -1.39417 2.53036 0.00
C 3.20356 -2.58844 -0.89649 0.00
C -5.11250 0.09569 -3.87740 0.00
C 0.47078 2.02486 -3.22007 0.00
C 4.58375 4.13214 3.27011 0.00
C -1.32840 -3.09374 -2.48104 0.00
C -5.72293 -0.04530 -2.64122 0.00
C 0.95791 2.50728 -1.85344 0.00
C 1.74961 3.79980 -2.02345 0.00
C -0.68767 -3.45464 -5.12282 0.00
C 1.85578 -0.51525 3.17219 0.00
C 5.53407 5.05018 2.91753 0.00
C -3.06291 1.52255 0.85244 0.00
C -1.89885 -4.15096 -3.16560 0.00
C -3.70203 2.45083 0.03699 0.00
C -3.17264 3.13382 2.65547 0.00
C 0.82092 -1.60239 3.47222 0.02
C 2.45533 0.03068 4.46408 0.00
C 0.96981 -2.95746 0.21860 0.57
C 3.34226 0.84568 -2.19963 0.00
C -0.23653 2.74242 -0.92735 0.00
C -2.79922 1.89570 2.16283 0.00
C -4.07399 3.69341 0.51642 0.00
C 5.34126 4.47427 0.57548 0.00
C 2.78785 1.98002 0.28390 0.00
C 3.96453 3.36311 2.26626 0.00
C -5.27716 -3.36686 2.57639 0.00
C 5.90601 5.22495 1.57101 0.00
C -2.97084 -0.07238 -2.81770 0.00
C -5.02002 -3.55775 1.22951 0.00
C -4.72146 -2.27927 3.22381 0.00
C 2.96196 -1.08570 2.28900 0.02
C -3.65244 -1.56749 1.17697 0.00
C -3.56393 -0.22309 -1.57193 0.00
C -4.21711 -2.66863 0.53950 0.00
C 2.37902 1.84731 1.63030 0.00
C 2.82354 -4.61567 0.53366 0.02
C 0.28994 1.90177 3.41279 0.00
C -0.40545 -2.19758 -3.03973 0.00
C 4.35475 3.52171 0.89963 0.00
H 2.45014 -5.11533 -1.98581 0.01
H 3.84839 1.79775 -2.35193 0.00
H 1.27900 2.01079 -3.94737 0.00
H -3.51919 -0.53311 3.04834 0.00
H -0.29077 2.68412 2.92685 0.00
H -1.88952 -0.05237 -2.89737 0.00
H 4.04477 0.14605 -1.74621 0.00
H -3.93223 2.19418 -0.98654 0.00
H 1.13845 4.50549 -2.58383 0.00
H -0.88167 1.85859 -0.90080 0.00
H -4.06014 -2.81809 -0.52084 0.00
H -4.58250 4.38884 -0.13551 0.00
H 0.08962 2.97811 0.08810 0.00
H -0.83577 3.57900 -1.27950 0.00
H 3.86179 -2.30405 -0.07980 0.00
H 2.13549 -5.40621 0.81740 0.00
H 3.69731 -5.06390 0.06373 0.00
H 0.76625 -4.94243 -1.50933 0.00
H 2.56341 -1.28888 1.28890 0.01
H -0.30204 2.69377 -3.59369 0.00
H 2.99069 0.43384 -3.14457 0.00
H 1.53849 -3.70184 -2.51429 0.00
H -5.91990 -4.05036 3.11083 0.00
H 0.05052 1.02155 -3.15826 0.00
H 3.79058 -0.38402 2.21316 0.00
H 3.15157 -4.10730 1.43617 0.00
H -0.36309 1.35525 4.08809 0.00
H -5.43201 -0.31005 -0.53937 0.00
H -3.24920 0.19472 -4.92511 0.00
H -5.71096 0.23062 -4.76583 0.00
H 1.69008 0.21441 5.21286 0.00
H 6.64825 5.97133 1.32999 0.00
H 2.99906 0.95406 4.27963 0.00
H 2.69530 -1.69745 -1.28712 0.00
H 2.67122 3.64366 -2.57749 0.00
H 1.11119 2.34867 3.97093 0.00
H -4.91931 -2.10810 4.27011 0.00
H 1.99657 4.25758 -1.06891 0.00
H -5.45526 -4.39576 0.70611 0.00
H -6.79937 -0.01922 -2.56479 0.00
H 5.99947 5.65887 3.67751 0.00
H 5.61909 4.60994 -0.45839 0.00
H 3.34197 -2.01361 2.71181 0.00
H -4.10453 5.01236 2.20561 0.00
H 3.15809 -0.69990 4.86195 0.00
H 0.31222 -3.74892 0.62297 0.02
H 1.23566 -2.33682 4.16080 0.00
H 4.27627 3.98468 4.29456 0.00
H -0.06963 -1.17908 3.93436 0.00
H 0.53088 -2.12767 2.55435 0.01
H 3.82560 -3.00889 -1.68478 0.00
H -2.30457 1.19333 2.82083 0.00
H -2.97139 3.38584 3.68724 0.00
```

Summary:
- Lowest unoccupied orbital energy (spin up / spin down): -3.6 / -4.0 eV
- Gap between HOMO and LUMO (spin up / spin down): 7.13 / 6.75 eV
- E_HOMO (spin up / spin down): -0.395 / -0.395 hartree
- Multiplicity: 2
- Net charge: +1
- Max |F|: 0.0548 hartree/bohr